ORCA calculation (wB97M-V/def2-TZVPD) on 10 unconnected molecules or ions with the total composition C31H60F3O29 at a distorted geometry.

XYZ file:
```
123
Properties=species:S:1:pos:R:3
C 0.57518 1.09823 -1.67272
O 0.77124 1.88929 -0.50284
O 1.64641 1.36955 -2.51222
C 0.35224 -0.42944 -1.29704
F 1.49063 -1.07549 -0.94054
F -0.59181 -0.74744 -0.37613
F -0.02370 -1.24276 -2.28491
C -0.29636 2.18991 0.37251
C 0.12819 3.39683 1.23157
H 0.62094 4.22666 0.72493
H -0.73115 3.73327 1.81161
H 0.83792 2.89714 1.89088
H -0.71925 1.35209 0.92688
H -1.07477 2.57008 -0.28904
H -0.35999 1.45003 -2.10839
C -3.84078 0.87286 -3.45751
O -3.35716 0.76029 -2.13937
C -4.01549 1.44043 -1.11574
O -5.20816 1.80596 -1.11467
O -3.23369 1.48434 0.00904
C -3.76702 2.05900 1.13806
H -2.99297 1.13956 -4.08854
H -4.66764 1.58306 -3.45345
H -4.16485 -0.11798 -3.77581
H -3.36139 1.55146 2.01326
H -4.84320 2.20035 1.23786
H -3.30581 3.04035 1.24909
C 3.10742 0.78096 1.19237
O 4.39713 1.18600 1.71668
C 4.67433 2.50573 1.84799
O 3.87915 3.35918 1.59507
O 5.90151 2.78212 2.28979
C 6.80722 1.75509 2.65449
H 2.78307 -0.19786 1.54564
H 3.25566 0.81918 0.11318
H 2.27950 1.41257 1.51443
H 6.29004 1.21525 3.44770
H 7.71404 2.26536 2.97914
H 6.95100 1.13459 1.76996
C 1.99809 6.26754 2.53146
O 3.14700 6.48894 3.36839
C 3.30928 5.72257 4.42313
O 2.54261 4.88840 4.88482
O 4.51255 6.00343 4.88117
C 5.21667 5.25321 5.78953
H 2.32485 5.55778 1.77148
H 1.67341 7.15528 1.98867
H 1.15885 5.96359 3.15709
H 6.27539 5.45123 5.62214
H 5.06975 4.21823 5.48079
H 4.87346 5.35635 6.81893
C -0.61502 -1.16132 3.05265
O -0.80949 0.05549 3.78579
C 0.22359 0.79967 4.20418
O 1.43340 0.47328 4.13099
O -0.23494 1.92816 4.69366
C 0.59594 2.67557 5.54510
H -1.59535 -1.35546 2.61749
H -0.40978 -1.98488 3.73656
H 0.25143 -1.16126 2.39132
H 1.64394 2.70338 5.24674
H 0.41563 2.40707 6.58600
H 0.19129 3.67963 5.41777
C 4.65732 -1.36712 -1.92824
O 4.35161 -2.54622 -1.21869
C 4.95235 -3.77902 -1.60412
O 5.67714 -3.91024 -2.58010
O 4.58302 -4.76513 -0.77427
C 5.30959 -6.02803 -0.78870
H 5.52551 -1.36200 -2.58727
H 4.62676 -0.48133 -1.29379
H 3.81117 -1.28660 -2.61063
H 4.96389 -6.65855 0.03048
H 6.38584 -5.86344 -0.73688
H 5.14625 -6.51739 -1.74888
C -2.10800 6.54408 0.25798
O -2.29296 5.79253 -0.95500
C -1.21060 5.24533 -1.50926
O 0.00218 5.56459 -1.23918
O -1.66703 4.43995 -2.43636
C -0.70818 4.09362 -3.47290
H -1.51164 7.41476 -0.01474
H -1.45884 6.16008 1.04490
H -2.94010 7.05258 0.74497
H -0.89542 3.17213 -4.02418
H 0.30846 3.90558 -3.12765
H -0.63972 4.96344 -4.12621
C -3.69691 -1.86673 0.24386
O -4.56952 -2.89886 -0.09171
C -5.53109 -2.73856 -1.06167
O -5.63603 -1.76242 -1.83314
O -6.22513 -3.89084 -1.05095
C -7.24915 -4.14228 -2.00694
H -2.81520 -2.17106 0.80784
H -4.11977 -1.03571 0.80841
H -3.21894 -1.47192 -0.65266
H -7.91648 -3.33567 -1.70335
H -7.67470 -5.13670 -1.87242
H -6.73250 -4.09443 -2.96552
C -3.25187 -6.90049 -6.31633
O -2.15214 -6.18580 -5.76238
C -2.36435 -4.99134 -5.15095
O -3.32762 -4.21480 -5.25529
O -1.35976 -4.88001 -4.27011
C -1.14883 -3.72416 -3.46326
H -2.80101 -7.78392 -6.76840
H -3.80758 -6.33062 -7.06101
H -3.85523 -7.17928 -5.45242
H -0.34251 -3.93455 -2.76062
H -1.95685 -3.38040 -2.81749
H -0.84406 -2.85441 -4.04528
C -2.68417 -6.10636 -0.73553
O -1.29211 -5.95919 -0.71106
C -0.80514 -5.00066 0.09321
O -1.37965 -4.29195 0.89236
O 0.50350 -4.89925 -0.04096
C 1.25169 -3.96375 0.76018
H -3.08362 -6.99503 -1.22422
H -3.17237 -5.23550 -1.17299
H -3.08222 -6.26569 0.26660
H 2.32024 -4.17891 0.75977
H 0.91773 -3.87633 1.79407
H 1.13457 -3.00765 0.25002
```

Output
Relative energy (zero: lowest compared OMol25 entry of this formula, charge and spin): 3.878 eV
HOMO energy: -4.1415 eV
Calculated total energy: -100646.61524 eV
Net charge: -1
Strongest force on any atom: 5.21 eV/A



ORCA calculation (wB97M-V/def2-TZVPD) on a single C5H12N2 molecule at a distorted geometry.

XYZ file:
```
19
Properties=species:S:1:pos:R:3
C -1.46361 0.79680 0.47997
C 1.36744 1.19547 -0.30387
C 1.72175 -1.30611 -0.07180
C -0.45344 -0.27836 0.59108
C 0.78235 -0.13621 0.05386
N -0.92542 -1.50100 1.09763
N -1.56031 1.10864 -1.08674
H -1.90613 -1.67422 0.92571
H -0.36924 -2.30289 0.83884
H -2.23027 1.84914 -1.31717
H -1.89985 0.25424 -1.51859
H -2.41943 0.48678 0.92226
H -1.12476 1.73521 0.91349
H 2.38502 1.26690 0.07101
H 0.79315 2.02560 0.09492
H 1.39595 1.30475 -1.38973
H 2.57871 -1.04490 -0.69716
H 2.10477 -1.61141 0.91373
H 1.22331 -2.16844 -0.51744
```

Output
Relative energy (zero: lowest compared OMol25 entry of this formula, charge and spin): 1.072 eV
HOMO energy: -7.4721 eV
SMILES: CC(C)=C(N)CN
Calculated total energy: -8359.06385 eV
Strongest force on any atom: 2.74 eV/A



ORCA calculation (wB97M-V/def2-TZVPD) on 2 unconnected molecules or ions with the total composition C7H12N2O at a distorted geometry.

XYZ file:
```
22
Properties=species:S:1:pos:R:3
N -0.54258 1.00045 0.64960
C 0.20135 0.16787 -0.00924
C -0.67062 -0.47357 -1.06601
C -1.03386 -1.90323 -0.65274
C -1.84276 -2.07140 0.60652
C -2.57332 -1.19890 1.31545
C -2.84820 0.26858 1.11714
C -1.94814 1.03024 0.15309
N -1.84035 0.40653 -1.14665
H -0.14844 -0.51080 -2.03038
H -1.59114 -2.35690 -1.48810
H -0.10646 -2.48872 -0.55975
H -1.84940 -3.10261 0.97292
H -3.12752 -1.62035 2.15963
H -3.88282 0.38941 0.75759
H -2.81659 0.77100 2.09654
H -2.28608 2.06991 0.07079
H -0.27237 1.39435 1.54631
H -1.69322 1.11290 -1.86048
H 1.19947 -0.23524 0.43956
O 2.08081 1.62192 -1.50899
H 2.34447 2.29242 -0.87288
```

Output
Relative energy (zero: lowest compared OMol25 entry of this formula, charge and spin): 3.933 eV
HOMO energy: -6.7975 eV
Calculated total energy: -12477.62693 eV
Strongest force on any atom: 2.58 eV/A



ORCA calculation (wB97M-V/def2-TZVPD) on a molecular structure, C38H45BGeMnN6OS at a distorted geometry.

XYZ file:
```
94
Properties=species:S:1:pos:R:3
Mn 0.28878 0.10130 0.97048
C 2.50462 2.21276 -0.77718
C 3.10424 1.14417 0.06752
C 4.45041 0.75738 0.16768
C 4.46532 -0.30353 1.05677
C 5.61579 -1.10533 1.56571
N 3.19303 -0.51898 1.44476
N 2.35735 0.36528 0.84923
B 2.62003 -1.53683 2.43803
N 1.82873 -0.77986 3.52097
N 0.69530 -0.08555 3.22756
C 0.17915 0.27891 4.39969
C -1.12153 0.99152 4.52910
C 0.98970 -0.15778 5.45322
C 2.02545 -0.83990 4.84998
C 3.18553 -1.53122 5.48001
N 1.64290 -2.49732 1.72517
N 0.45987 -2.02870 1.25468
C -0.23788 -3.07725 0.82379
C -1.63562 -2.93333 0.32025
C 0.52119 -4.24639 0.99272
C 1.70881 -3.83474 1.57456
C 2.88302 -4.64569 2.00939
H 3.28623 2.83666 -1.21376
H 1.82342 2.83736 -0.19913
H 1.90706 1.77419 -1.57913
H 5.29530 1.19178 -0.33792
H 6.54292 -0.73078 1.13261
H 5.51937 -2.16141 1.30978
H 5.69528 -1.04966 2.65307
H 3.50753 -2.16072 2.93411
H -1.64601 0.98762 3.57940
H -0.99191 2.02596 4.85455
H -1.74807 0.49111 5.26981
H 0.83512 -0.00913 6.50772
H 3.14878 -1.38893 6.55950
H 4.13596 -1.14207 5.11175
H 3.17883 -2.60333 5.27742
H -1.88814 -1.87286 0.26384
H -2.33735 -3.43900 0.99065
H -1.74822 -3.36681 -0.67437
H 0.23681 -5.25335 0.74358
H 2.68769 -5.70110 1.82469
H 3.09081 -4.51525 3.07288
H 3.78841 -4.36321 1.47044
O -0.73849 2.79469 -0.36269
S -0.76784 1.92834 0.86829
C -0.50290 3.18452 2.18705
C -1.85370 3.78616 2.58846
C -2.89197 3.37467 1.53506
C -2.56578 1.93238 1.19252
H 0.14443 3.90349 1.68688
H 0.04527 2.72764 3.00911
H -1.79301 4.87174 2.70235
H -2.16078 3.37896 3.55377
H -2.78707 3.97715 0.63211
H -3.91377 3.48886 1.90951
H -3.03819 1.55888 0.28714
H -2.77602 1.24591 2.01279
C -0.22220 -0.06791 -0.72415
Ge -1.10285 0.26360 -2.36604
C -0.21651 1.43986 -3.69472
C 0.08121 0.96047 -4.97100
C 0.69463 1.76585 -5.92275
C 1.02259 3.07732 -5.61499
C 0.74002 3.56969 -4.34803
C 0.13186 2.75983 -3.39810
C -1.28772 -1.47965 -3.29748
C -2.24761 -1.72120 -4.28029
C -2.33808 -2.95359 -4.91264
C -1.45937 -3.97354 -4.57027
C -0.49737 -3.75165 -3.59452
C -0.41698 -2.51560 -2.96605
C -2.97201 0.90085 -2.20350
C -3.32674 2.24110 -2.35800
C -4.62034 2.67515 -2.10260
C -5.58946 1.77218 -1.68503
C -5.25626 0.43241 -1.53250
C -3.96092 0.00686 -1.79210
H -0.16311 -0.06300 -5.22901
H 0.92129 1.36388 -6.90534
H 1.50476 3.70942 -6.35419
H 1.00581 4.58993 -4.09153
H -0.05486 3.13918 -2.40359
H -2.94369 -0.93441 -4.55073
H -3.09572 -3.12125 -5.67114
H -1.52863 -4.93974 -5.05956
H 0.18687 -4.54348 -3.31266
H 0.32217 -2.34982 -2.18939
H -2.57245 2.96021 -2.65017
H -4.87081 3.72513 -2.21630
H -6.59861 2.11219 -1.47404
H -6.00480 -0.28053 -1.20176
H -3.70829 -1.03915 -1.65378
```

Output
Spin multiplicity: 2
<S²>: 0.859
HOMO energy (spin up / spin down): 1.5219 / 1.5071 eV
Calculated total energy: -150469.60063 eV
Net charge: -2
Strongest force on any atom: 1.67 eV/A



ORCA calculation (wB97M-V/def2-TZVPD) on a molecular structure, C25H27LuN11O6PS4 at a distorted geometry.

XYZ file:
```
75
Properties=species:S:1:pos:R:3
Lu 0.02881 0.89883 -0.61800
C 1.42213 -1.72232 -2.94410
O 1.11663 -1.47127 -1.59185
C 1.89038 -2.23154 -0.69189
C 1.26251 -2.04436 0.67802
O 1.25721 -0.66481 1.02264
C 2.40566 -0.24351 1.73164
H 1.21235 -2.77080 -3.19508
H 2.47379 -1.50711 -3.16301
H 0.79090 -1.06504 -3.53417
H 2.93133 -1.87405 -0.71346
H 1.87559 -3.29255 -0.97609
H 1.78157 -2.64582 1.43202
H 0.21226 -2.32857 0.62599
H 2.40552 -0.66932 2.73959
H 2.34884 0.84002 1.80372
H 3.32445 -0.52911 1.20894
N -2.99109 0.22553 -2.38700
C -2.71282 -0.68632 -1.37749
N -3.62122 -1.51484 -0.88595
N -2.95142 -2.25163 0.01129
N -1.71862 -1.89074 0.05011
N -1.50448 -0.88619 -0.83025
C -2.08086 1.21836 -2.68954
N -2.39674 2.42886 -3.11670
N -1.21739 3.04590 -3.29012
N -0.25147 2.25686 -2.99516
N -0.74498 1.04032 -2.63886
H -3.94778 0.54180 -2.38531
N -2.82613 -0.00193 2.44810
C -2.25351 -0.76446 3.36562
N -1.05578 -1.22918 3.42225
C -0.80997 -1.93832 4.56397
C 0.40586 -2.52220 4.91257
C 0.53508 -3.17744 6.12738
C -0.54192 -3.28024 7.00138
C -1.77308 -2.72978 6.66534
C -1.89806 -2.05929 5.46249
S -3.28533 -1.24492 4.80701
H -2.32212 0.50699 1.68544
H -3.79560 0.23003 2.55390
H 1.23426 -2.44120 4.22233
H 1.48299 -3.62765 6.39723
H -0.42634 -3.78784 7.95147
H -2.61898 -2.81597 7.33630
S 2.33786 1.14170 -4.77807
P 3.28952 1.53703 -3.10842
S 2.68271 1.13724 -1.20761
C 3.72545 3.31256 -3.01325
C 2.66378 4.21080 -3.09863
C 2.90478 5.56830 -2.96265
C 4.19641 6.02904 -2.74076
C 5.24950 5.13194 -2.64105
C 5.01575 3.76995 -2.77715
C 4.94248 0.70063 -3.22664
C 5.51908 0.51623 -4.48018
C 6.72586 -0.15541 -4.60756
C 7.36989 -0.65416 -3.48352
C 6.79649 -0.48358 -2.23259
C 5.58826 0.18785 -2.10530
H 1.66033 3.83088 -3.26136
H 2.07882 6.26594 -3.02100
H 4.38450 7.09192 -2.64099
H 6.25494 5.49007 -2.45091
H 5.83313 3.06383 -2.69836
H 4.99602 0.88991 -5.35074
H 7.15796 -0.30701 -5.58987
H 8.31019 -1.18401 -3.58338
H 7.28544 -0.88379 -1.35204
H 5.11998 0.32549 -1.13978
O 0.10156 1.73922 1.61244
S -0.92769 2.57680 0.93730
O -1.92200 1.57288 0.38732
O -0.23400 3.08709 -0.27917
O -1.54275 3.57348 1.77040
```

Output
Relative energy (zero: lowest compared OMol25 entry of this formula, charge and spin): 1.057 eV
HOMO energy: -3.0921 eV
Calculated total energy: -141297.31471 eV
Net charge: -2
Strongest force on any atom: 3.47 eV/A



ORCA calculation (wB97M-V/def2-TZVPD) on a molecular structure, C33H48As3BrN3O2Ti.

XYZ file:
```
91
Properties=species:S:1:pos:R:3
Ti -0.65361 1.21711 0.62882
O 3.27116 1.53113 4.28483
C 2.88314 2.82290 4.16042
C 3.52496 3.78706 4.93070
C 3.14709 5.11764 4.83563
C 2.12151 5.49786 3.98181
C 1.49066 4.53309 3.20638
C 1.86378 3.20068 3.27405
C 1.23937 2.16585 2.36283
O 0.13057 2.63678 1.67432
N 0.87888 0.98970 3.14693
N 0.16439 0.09945 2.24497
C -0.32904 -0.94745 2.98047
C -0.91354 -2.07790 2.64023
Br -3.01242 0.23645 0.60580
C -1.53011 -3.22585 2.49194
C -0.88340 -4.55447 2.53013
C -1.62497 -5.69374 2.21981
C -1.04638 -6.95399 2.23577
C 0.29200 -7.10235 2.56989
C 1.03836 -5.97627 2.89890
C 0.45635 -4.72009 2.88583
H 2.54063 0.97906 3.90368
H 4.31153 3.46986 5.60348
H 3.65305 5.85972 5.44183
H 1.81940 6.53520 3.91449
H 0.69380 4.79668 2.52273
H 2.01093 1.82116 1.65308
H 0.19519 1.33525 3.82921
H -0.27231 -0.81554 4.06651
H -2.60941 -3.24156 2.33344
H -2.66887 -5.58149 1.94795
H -1.64146 -7.82271 1.98078
H 0.74849 -8.08425 2.57871
H 2.08188 -6.07987 3.17126
H 1.03281 -3.84265 3.15426
C -3.37564 -1.99029 -4.82796
As -2.49729 -1.78144 -3.07407
C -2.47900 0.17659 -3.06285
C -0.62356 -2.02816 -3.63694
C -0.23803 -1.96024 -4.97132
C 1.09293 -2.10907 -5.34303
C 2.05145 -2.33959 -4.37139
C 1.67360 -2.42262 -3.03701
C 0.34621 -2.27094 -2.65017
As -0.23141 -2.31564 -0.75953
C 1.50569 -2.64597 0.08563
C -0.86450 -4.19476 -0.81470
H -3.03995 -1.25135 -5.55636
H -4.44712 -1.86104 -4.67326
H -3.20241 -2.99306 -5.21869
H -2.13607 0.56049 -4.02501
H -1.81294 0.51090 -2.26688
H -3.48731 0.53135 -2.84767
H -0.97721 -1.77882 -5.74202
H 1.37502 -2.04224 -6.38706
H 3.09319 -2.45468 -4.64661
H 2.43439 -2.60508 -2.28841
H 2.00403 -3.53159 -0.31128
H 1.30137 -2.78968 1.14540
H 2.14235 -1.76853 -0.01518
H -1.01505 -4.49988 -1.84894
H -1.81030 -4.26721 -0.28168
H -0.13736 -4.85489 -0.34134
C 2.59842 0.77083 -1.40275
C 1.33659 1.59619 -1.67116
C 1.64419 3.07455 -1.40930
C 0.91712 1.42325 -3.13427
N 0.27695 1.15913 -0.79188
H 3.42700 1.11580 -2.02823
H 2.41252 -0.27824 -1.62756
H 2.89007 0.85584 -0.35395
H 2.48668 3.41279 -2.01988
H 1.88001 3.23660 -0.35591
H 0.77261 3.68211 -1.65566
H 1.71460 1.75597 -3.80589
H 0.02166 2.01453 -3.33908
H 0.69307 0.37813 -3.35223
C -3.50389 3.49224 -1.31748
As -2.09226 3.44114 0.01933
C -1.21158 5.14601 -0.33375
C -3.09385 3.93163 1.61424
H -4.04774 4.43624 -1.27341
H -4.17711 2.65854 -1.12315
H -3.06822 3.36164 -2.30784
H -0.90097 5.18872 -1.37670
H -0.32873 5.21680 0.29949
H -1.88859 5.97544 -0.12607
H -3.68392 4.83450 1.45334
H -2.38134 4.08863 2.42357
H -3.74279 3.09602 1.87268
```

Output
Relative energy (zero: lowest compared OMol25 entry of this formula, charge and spin): 0.117 eV
HOMO energy: -4.1809 eV
Calculated total energy: -319241.58663 eV
Net charge: -1
Strongest force on any atom: 0.24 eV/A